# 1
Formula: C4H6Br2O
Source: the Open Molecules 2025 dataset
Level of theory: wB97M-V/def2-TZVPD

Properties
HOMO energy (spin up / spin down), eV: -8.2752 / -8.5481
Orbital gap (spin up / spin down), eV: 7.01 / 7.77

Geometry as XYZ:
```
13
C4H6Br2O | the Open Molecules 2025 dataset | wB97M-V/def2-TZVPD
H -1.942 2.295 0.238
C -0.945 0.528 -0.356
H -0.156 -2.711 0.312
C 0.642 -2.266 -0.117
O 0.007 2.756 -0.233
H 0.889 2.243 -0.468
H 1.714 -2.776 0.166
Br 2.515 -0.171 -0.309
H 0.639 -2.305 -1.210
C -0.956 1.875 0.310
H -0.875 1.978 1.461
Br -2.329 -0.634 0.043
C 0.796 -0.812 0.161
```

For reference, the natural (NBO) charges in units of e are: 0.215, -0.058, 0.233, -0.774, -0.717, 0.487, 0.243, 0.057, 0.252, -0.240, 0.200, 0.094, 0.009


# 2
Formula: C3H8N2O
Source: the Open Molecules 2025 dataset
Level of theory: wB97M-V/def2-TZVPD

Properties
HOMO energy, eV: -9.3714
SMILES string: CNC(=O)NC
Orbital gap, eV: 10.26

Geometry as XYZ:
```
14
C3H8N2O | the Open Molecules 2025 dataset | wB97M-V/def2-TZVPD
H 3.062 -0.225 1.064
N 1.012 -0.384 0.648
N -1.236 -0.071 0.219
H 0.705 -1.080 1.310
C 2.396 -0.450 0.225
H 2.662 -1.432 -0.187
H -1.372 -0.292 1.194
H -3.163 -0.124 -0.615
H -1.960 0.896 -1.442
H -2.702 1.457 0.071
C -2.334 0.576 -0.469
C 0.060 0.127 -0.211
O 0.339 0.702 -1.252
H 2.534 0.300 -0.554
```

For reference, the natural (NBO) charges in units of e are: 0.194, -0.639, -0.639, 0.379, -0.418, 0.184, 0.380, 0.193, 0.242, 0.185, -0.419, 0.779, -0.664, 0.241


# 3
Formula: C9H11ClO3PS
Source: the Open Molecules 2025 dataset
Level of theory: wB97M-V/def2-TZVPD

Properties
HOMO energy, eV: -5.2726
Total charge: -1
Orbital gap, eV: 7.90

Geometry as XYZ:
```
26
C9H11ClO3PS | the Open Molecules 2025 dataset | wB97M-V/def2-TZVPD
H 1.857 -0.489 -0.252
H 0.212 1.877 -1.590
C 1.211 -1.158 0.295
C 0.173 -1.254 -2.681
H -0.911 -3.467 2.632
H -0.086 -0.384 -2.022
C 0.325 -1.588 2.454
O -0.155 2.431 2.052
C 0.458 -2.291 -0.179
H 1.258 0.333 1.786
C -0.297 -3.010 0.747
O -0.690 3.957 -0.007
S 0.413 -2.851 -1.880
C -1.473 3.060 -0.650
H -0.901 0.926 -0.322
H 0.138 -1.264 3.405
O 1.795 3.398 0.550
H -1.598 3.462 -1.760
C 0.988 -0.727 1.577
H -0.915 -3.919 0.466
Cl 1.559 -0.607 -3.655
C -0.247 -2.797 2.073
H -2.312 2.925 -0.002
C -0.469 1.886 -0.605
H -0.711 -1.326 -3.174
P 0.379 2.875 0.743
```

For reference, the natural (NBO) charges in units of e are: 0.237, 0.214, -0.222, -0.543, 0.212, 0.267, -0.195, -1.166, -0.181, 0.272, -0.233, -0.820, 0.258, -0.072, 0.210, 0.206, -1.139, 0.149, -0.200, 0.204, -0.077, -0.228, 0.170, -0.846, 0.210, 2.312


# 4
Formula: C39H111N15O12
Source: the Open Molecules 2025 dataset
Level of theory: wB97M-V/def2-TZVPD

Properties
HOMO energy, eV: -8.3270
SMILES string: COC[C@H](C)N.COC[C@H](C)N.COC[C@H](C)N.COC[C@H](C)N.COC[C@H](C)N.COC[C@H](C)N.COC[C@H](C)N.COC[C@H](C)N.COC[C@H](C)N.NC(N)=O.NC(N)=O.NC(N)=O
Orbital gap, eV: 8.45

Geometry as XYZ:
```
177
C39H111N15O12 | the Open Molecules 2025 dataset | wB97M-V/def2-TZVPD
C -4.761 -3.698 3.712
H 0.097 0.058 2.062
C -1.493 -1.565 -4.587
H 5.583 -4.726 -2.316
H -1.436 4.995 -2.896
H -2.983 -3.646 -1.496
C 2.275 -0.182 -5.552
H 3.476 4.094 -0.759
O 1.427 -0.325 -4.375
C -0.652 2.952 3.731
C -0.098 -2.068 -4.969
H 0.883 -3.062 5.216
C 5.535 -2.178 -0.865
C -3.039 2.681 3.140
H -3.977 -1.096 0.564
H -1.872 -2.287 -1.066
H 0.867 1.413 -0.665
N 0.380 7.468 -2.478
H -2.998 1.748 2.578
H 5.008 -1.292 -0.510
H -3.797 4.008 -1.456
H -3.210 -0.173 -1.861
H 5.536 1.745 -2.420
N 4.943 1.556 -1.625
H 4.253 -3.571 0.196
H -3.165 -4.228 4.748
C 7.614 -1.333 -0.020
H 7.263 -0.492 0.578
H 2.777 -5.279 3.206
H -8.100 -2.600 -3.144
H -4.722 -4.716 3.326
C 3.198 -0.972 2.039
O -1.956 2.585 4.116
C -0.037 2.122 2.570
C 1.366 7.584 -1.410
H -2.424 2.919 -3.470
H -0.287 -5.698 -1.259
H -2.251 2.893 0.133
H -7.903 -1.817 -4.734
H -0.866 -3.829 -5.511
H 2.385 -1.541 2.491
H -6.522 -3.789 5.225
H 0.582 -1.770 -0.050
H 0.017 2.931 4.591
H 3.852 4.078 -2.452
H 1.983 -3.967 6.389
H 4.832 -2.693 2.251
C -2.741 3.963 -1.722
H -6.386 1.197 -0.689
H -5.342 -0.899 -1.188
C -0.324 -0.202 -0.785
H 2.214 8.203 -1.700
H 1.836 2.573 3.179
C 4.376 -0.913 3.015
H 1.935 -3.643 1.802
C 4.209 -0.184 4.407
H -0.932 3.686 -0.568
H -2.176 -1.979 -5.328
H -0.621 2.141 1.649
H -4.764 -3.264 1.727
H 5.208 -0.489 2.453
C -1.994 3.827 -0.368
H -6.342 -2.310 4.650
H -0.625 1.488 -1.588
H 1.744 -0.547 -6.431
H 0.229 -4.922 0.747
C -0.078 -3.270 2.655
N -3.908 -0.071 -2.583
H -0.488 7.157 -2.065
N -1.056 -5.077 -1.466
H 5.970 -4.929 -0.731
H 4.091 1.882 6.005
H -3.752 -0.977 -3.001
H -0.630 -3.114 1.728
C 3.816 0.991 -1.840
C 3.065 4.329 -1.741
C -7.406 -2.403 -3.961
N 1.286 2.677 2.338
H 8.522 -1.651 0.492
H -2.185 4.680 0.283
H -4.190 6.932 -2.440
C -3.710 6.916 -1.462
H -3.334 2.216 -2.288
H 1.775 2.159 1.623
H 2.476 -3.501 -1.288
H 5.224 1.902 -0.719
O -6.163 -1.897 -3.484
H 0.480 -1.660 -3.070
C 0.677 8.449 -0.278
O 6.749 -2.457 -0.161
H 3.155 -0.811 -5.420
H -7.061 -3.561 3.668
H 3.958 -2.894 3.608
H -4.246 6.228 -0.807
C 5.094 -4.709 -1.342
H 3.355 -1.610 1.169
H 1.257 -5.432 4.113
H -6.235 0.080 -4.036
O 3.613 1.124 4.162
H 5.811 -1.952 -1.894
C -4.073 -2.938 2.504
O -0.043 -3.350 -0.606
C -6.198 -3.329 4.292
C 0.011 0.663 2.964
H 0.939 5.595 -0.692
H 0.493 6.579 -2.944
C -5.252 -0.129 -1.953
H -1.589 -0.495 -4.768
H 1.397 8.412 0.540
H 1.595 -0.315 -0.271
H -3.641 0.258 1.528
H -2.885 3.586 2.553
O -2.406 6.385 -1.696
N 3.921 0.358 -2.952
C 1.157 -4.181 2.344
O -1.449 -0.694 -1.052
C -5.496 1.258 -1.315
H 4.627 0.672 -3.602
H 3.116 -0.213 -3.169
N 0.688 -5.260 1.581
H -4.673 1.593 -0.683
N -0.016 -3.516 -5.063
C -6.246 -0.532 -3.134
H 3.103 -2.103 -1.678
C 1.813 6.158 -1.020
H -4.007 2.760 3.635
N 4.712 -2.363 3.197
N -2.173 -3.251 -1.041
N 3.352 -3.073 -1.550
C 3.193 1.774 5.396
H 2.611 0.849 -5.660
N -3.859 -3.495 4.789
O 2.570 5.615 -2.075
H 1.709 -2.419 -4.116
C -1.026 -3.831 -1.001
C -2.421 5.197 -2.475
H 7.881 -0.866 -0.968
H 5.179 0.121 4.798
O -3.962 -1.474 2.713
C -3.484 -0.820 1.497
H -7.214 -0.255 -2.716
H -2.435 -1.092 1.384
N -2.502 2.758 -2.476
H 0.725 0.374 3.736
O 3.001 0.672 -0.966
H -0.072 -3.866 -4.117
H -0.294 8.077 0.048
H 3.634 -0.753 5.138
H -0.779 -3.662 3.392
H 2.314 3.565 -1.943
H 0.342 -2.330 3.011
H -3.043 -3.257 2.344
H -0.586 4.007 3.465
H 2.571 1.048 5.919
H -3.403 -2.631 4.532
H -2.942 5.281 -3.428
H -7.091 -3.353 -4.392
O 2.599 -3.799 4.323
H 4.438 -5.576 -1.271
H -1.924 -5.522 -1.728
N 0.700 -0.777 -0.189
H -1.000 0.428 3.297
H 0.050 -1.712 -5.988
C 1.897 -3.349 5.495
C 4.591 -3.383 -0.824
N 0.032 0.971 -1.022
C 0.983 -1.609 -4.036
H 2.523 6.336 -0.213
H 0.652 9.509 -0.532
H 2.361 -2.369 5.607
H 2.867 0.029 1.762
H 1.398 -5.922 1.303
H -1.791 -1.674 -3.544
H -3.646 7.926 -1.057
H -5.611 2.097 -2.002
C 1.888 -4.747 3.547
H 2.578 2.673 5.350
```

Results of the Mulliken charge analysis, in e, for atoms 1 through 99: 0.347, -0.298, -1.133, 0.358, 0.539, 0.280, -0.882, 0.366, -0.162, -1.271, 0.701, 0.257, -0.356, 0.046, -0.097, -0.725, -0.195, -0.767, -0.267, -0.081, 0.080, -0.621, 0.110, -0.207, -0.488, 0.285, -0.752, 0.218, 0.452, 0.321, 0.403, 1.773, -0.420, 2.726, 0.347, 0.199, 0.263, -0.300, 0.325, 0.331, -0.804, 0.414, -0.952, 0.198, 0.235, 0.258, 0.252, 0.998, 0.530, -0.068, 0.245, 0.325, 0.173, 0.213, -0.978, -0.860, -0.307, 0.640, -1.423, 0.350, 0.374, -0.098, 0.284, -0.186, 0.243, -0.039, 0.061, -0.324, 0.231, -0.345, 0.434, 0.401, 0.442, -1.115, 0.022, -0.638, -0.810, -0.641, 0.281, 0.588, 0.352, -0.911, -0.029, 0.013, 0.189, 0.295, -0.267, -0.273, -1.344, -0.454, 0.417, 0.369, 0.616, 0.288, -1.745, -0.714, 0.398, 0.449, -0.275